# C11H23O7PS

The molecule C11H23O7PS at a distorted geometry (the ωB97M-V functional and the def2-TZVPD basis, OMol25).

Last columns: bonded neighbours and bond lengths (Å).
Element x y z (Å)
1 C 4.8077 -0.5012 0.8372  C2 1.671, H21 1.183, H22 1.193, H23 1.176
2 C 3.4513 0.4695 0.7419  C1 1.671, O3 1.500, H24 1.192, H25 1.192
3 O 2.9108 0.3324 -0.6507  C2 1.500, P4 1.777
4 P 1.7305 1.6299 -0.9361  O3 1.777, O5 1.586, C6 1.948, O18 1.740
5 O 2.5785 2.9694 -0.9632  P4 1.586
6 C 0.9380 1.2472 -2.6739  P4 1.948, C7 1.670, H26 1.194, H27 1.194
7 C -0.6123 0.6507 -2.4985  C6 1.670, C8 1.650, H28 1.180, H29 1.184
8 C -0.6435 -0.9235 -2.0060  C7 1.650, C9 1.673, H30 1.193, H31 1.172
9 C -1.4750 -1.1375 -0.5706  C8 1.673, O10 1.492, C16 1.656, H32 1.189
10 O -2.7166 -1.8839 -0.9267  C9 1.492, S11 1.711
11 S -3.7647 -1.9976 0.4208  O10 1.711, O12 1.551, O13 1.575, C14 1.881
12 O -4.8062 -0.8527 0.3132  S11 1.551
13 O -4.5579 -3.3572 0.4807  S11 1.575
14 C -2.7489 -1.7112 1.9773  S11 1.881, C15 1.663, H33 1.194, H34 1.180
15 C -1.3468 -2.5833 1.7787  C14 1.663, C16 1.643, H35 1.192, H36 1.191
16 C -0.5788 -2.1401 0.3951  C9 1.656, C15 1.643, O17 1.482, H37 1.181
17 O 0.6391 -1.4002 0.8024  C16 1.482, H38 1.002
18 O 0.4569 1.5899 0.2492  P4 1.740, C19 1.470
19 C 0.0200 2.9334 0.6565  O18 1.470, C20 1.673, H39 1.175, H40 1.170
20 C -1.6460 2.9240 0.8059  C19 1.673, H41 1.171, H42 1.185, H43 1.193
21 H 4.5394 -1.6530 0.8171  C1 1.183
22 H 5.4024 -0.3050 -0.1782  C1 1.193
23 H 5.4988 -0.2298 1.7497  C1 1.176
24 H 2.6522 0.1316 1.5589  C2 1.192
25 H 3.8386 1.5801 0.9377  C2 1.192
26 H 0.9422 2.2206 -3.3648  C6 1.194
27 H 1.6312 0.4614 -3.2457  C6 1.194
28 H -1.2027 1.3833 -1.7865  C7 1.180
29 H -1.1223 0.7076 -3.5660  C7 1.184
30 H -1.1960 -1.5546 -2.8539  C8 1.193
31 H 0.4605 -1.3146 -1.9550  C8 1.172
32 H -1.7072 -0.0907 -0.0569  C9 1.189
33 H -2.5206 -0.5499 2.1327  C14 1.194
34 H -3.2968 -2.0577 2.9638  C14 1.180
35 H -1.5311 -3.7593 1.8471  C15 1.192
36 H -0.6529 -2.3190 2.7104  C15 1.191
37 H -0.2348 -3.1272 -0.1547  C16 1.181
38 H 1.2978 -1.5895 0.0713  O17 1.002
39 H 0.4230 3.1253 1.7437  C19 1.175
40 H 0.2549 3.7887 -0.1065  C19 1.170
41 H -2.1776 2.3995 -0.0956  C20 1.171
42 H -1.9688 2.4215 1.8290  C20 1.185
43 H -1.9663 4.0729 0.7691  C20 1.193

Results
HOMO   -10.352 eV
SMILES   CCOP(=O)(CCC[C@H]1OS(=O)(=O)CC[C@@H]1O)OCC
Kohn-Sham gap   10.7 eV
Total charge   0